A gas-phase ion, C9H10NO5 (charge -1) at a distorted geometry, computed with wB97M-V/def2-TZVPD.

The geometry in XYZ format:
```
25
Properties=species:S:1:pos:R:3:forces:R:3
C -1.1655 -1.8739 -0.0417 1.0 3.3 1.7
C 0.0896 -0.9330 -0.1078 -0.9 -2.2 2.7
C 0.7743 -0.6401 0.9713 0.2 0.4 0.8
C 1.4264 -0.2386 2.0570 0.8 -1.3 -2.1
O 2.5616 -0.9427 2.4474 -1.4 -1.0 -1.3
O 1.2740 0.8868 2.7240 1.4 -0.3 2.0
C 0.4442 -0.4981 -1.4116 0.8 1.6 -2.7
C 0.0276 0.6999 -1.8488 0.2 -2.2 1.1
C -0.9419 1.3638 -0.9057 0.1 0.7 -2.9
C -0.1921 2.0035 0.1542 -2.1 1.0 -0.1
N 0.8456 2.6956 -0.2736 3.1 2.2 -1.0
O -0.6023 2.1168 1.3159 0.3 -0.3 0.7
C -1.6394 2.4260 -1.9991 -2.8 -1.4 1.1
O -0.9728 3.2226 -2.6471 1.0 0.3 0.2
O -2.8597 2.1227 -2.0770 0.9 0.6 -0.1
H -2.0061 -1.1600 -0.0480 -0.1 -0.6 -0.2
H -1.1630 -2.3522 0.9333 -0.1 -0.7 -0.4
H -1.1005 -2.3909 -0.9388 -0.5 -1.8 -1.3
H 3.0137 -0.5139 3.1387 0.5 1.2 1.3
H 0.5861 1.4281 2.3630 -1.6 1.0 -1.0
H 1.0590 -1.1208 -2.0466 0.2 -0.2 0.0
H 0.3549 1.1359 -2.7775 -0.2 0.1 -0.2
H -1.7070 0.6414 -0.6242 0.1 0.7 0.3
H 1.1381 3.4373 0.3712 0.0 -0.6 -0.5
H 1.1510 2.8382 -1.2831 -1.3 -0.6 2.0
```
Positions in Å, forces in eV/Å.

LUMO energy, eV: 3.0636
Multiplicity: 1
Charge: -1
Strongest force on any atom, eV Å⁻¹: 3.97
Calculated total energy, eV: -21222.1160